Computed, not measured: a gas-phase ion, H4N (charge +2) in a non-equilibrium geometry, with wB97M-V/def2-TZVPD.

The geometry in XYZ format:
```
5
Properties=species:S:1:pos:R:3:forces:R:3
H 0.4662 -0.5089 0.8280 0.679 0.794 1.114
H -0.6255 -0.6977 -0.5208 -1.657 0.888 -0.328
H 0.7584 0.4098 -0.7205 0.430 0.462 0.102
H -0.6806 0.8072 0.4388 -2.078 0.929 0.779
N 0.0814 -0.0104 -0.0256 2.625 -3.073 -1.667
```
Positions in Å, forces in eV/Å.

Multiplicity = 2
Expectation value of S² = 0.752
HOMO-LUMO gap (alpha / beta) = 21.13 / 9.41 eV
Total energy = -55.95919 Eh
Net charge = +2

Charges in e, computed with natural (NBO), in the same order as the atoms:
1. H 0.5549
2. H 0.6070
3. H 0.5471
4. H 0.7718
5. N -0.4808